Molecular formula: C5H9NS
Method: DFT, wB97M-V/def2-TZVPD

CARTESIAN COORDINATES (ANGSTROEM)
N: -2.83 -0.05 -0.34
C: -1.46 0.17 0.39
C: -0.45 -1.29 0.39
C: 0.62 -0.66 -0.46
S: 2.29 -0.01 -0.11
C: 0.65 0.68 0.29
C: -0.61 1.33 -0.04
H: -3.17 -1.01 -0.11
H: -2.56 -0.08 -1.45
H: -1.47 0.31 1.54
H: -0.03 -1.74 1.25
H: -1.11 -1.99 -0.13
H: 0.32 -0.48 -1.41
H: 0.38 0.44 1.43
H: -0.71 1.62 -1.09
H: -0.93 2.12 0.72

As for the max |F|: 0.0893 hartree/bohr. Its total energy is -648.6843 hartree. The energy above the lowest of the compared OMol25 structures with the same formula, charge and spin is 105.9 kcal/mol. Its SMILES is NC1C[C@@H]2S[C@H]2C1.

Atomic partial charges in e from the natural (NBO) method, atoms 1 to 4: -0.834, -0.014, -0.427, -0.334